100
Properties=species:S:1:pos:R:3:forces:R:3 method="wB97M-V/def2-TZVPD" homo_ev=-6.1 homo_lumo_gap_ev=4.56 spin_multiplicity=1 de_lowest_ev=0.000 charge=0
Te 3.66033 2.10466 1.90869 0.6 0.2 -0.2
Sn 0.09030 -0.21381 0.76374 1.2 0.9 0.3
As 0.55147 -1.00490 -1.87210 -0.5 0.2 0.6
Cl -0.01560 7.09901 3.12130 0.0 0.1 0.0
P 2.24586 2.59871 0.09105 2.4 0.9 0.1
Si -0.93879 -0.01242 -3.44089 -0.6 0.4 -0.8
Si 0.19546 -3.35606 -2.00544 0.2 -1.1 -0.2
O 0.71903 1.37501 2.38897 -1.3 -2.0 -0.5
O 3.35225 2.69401 -1.09967 -0.3 -0.1 0.3
O 1.59928 4.08311 0.09655 -0.2 -0.6 -0.2
O 1.11633 1.73809 -0.36735 -1.5 -1.6 0.1
N -2.34759 -1.14681 0.73459 0.9 0.1 0.2
N -0.39714 -1.05194 3.30279 0.0 0.9 -0.6
N -1.83506 1.50470 0.88875 1.6 -0.9 0.1
C 4.44442 -2.62533 2.01907 0.1 0.0 -0.1
C 0.41973 2.60325 2.57231 -0.6 0.3 0.2
C -0.05461 -0.32082 -5.12681 -0.1 0.0 0.9
C 3.05687 1.78647 -3.32902 -0.1 0.1 0.4
C 3.06690 -1.17549 0.71503 -0.2 0.2 -0.3
C -4.67617 -2.17539 -0.35477 0.2 -0.2 0.2
C 2.90432 2.98828 -2.41389 -0.1 0.1 -0.4
C -1.45826 -4.06435 -2.65954 0.4 0.6 0.3
C 1.11062 3.31038 3.59409 0.0 0.1 0.4
C -3.24049 -0.30412 0.19176 -0.6 0.3 -0.3
C -1.47289 2.75104 0.91862 0.0 0.4 0.1
C 0.04876 -5.11717 4.18581 -0.1 0.0 0.1
C -5.36293 0.12032 -0.95170 0.0 0.2 0.0
C -3.75362 -3.00055 0.23105 -0.4 0.1 -0.2
C -0.54239 3.32956 1.81276 0.2 -0.1 0.1
C -3.93834 1.94590 -0.30039 0.6 -0.1 0.2
C 1.75689 6.46400 -0.06712 0.1 -0.5 0.1
C 0.96149 4.65570 3.78877 -0.1 -0.4 -0.1
C 0.93911 -3.07661 3.20689 -0.3 0.0 0.1
C -2.59752 -2.42726 0.76898 0.3 -0.2 0.2
C -1.22268 -3.09213 4.28540 -0.1 0.1 0.0
C -2.96942 1.10055 0.22577 -1.1 0.1 -0.6
C 4.29987 -1.76085 0.94994 -0.1 -0.1 0.0
C -1.08003 1.86400 -3.08179 0.2 -0.7 0.1
C 1.56161 -3.92763 -3.23002 -0.5 0.5 0.5
C -4.44904 -0.78543 -0.38205 0.3 0.2 0.1
C -5.10100 1.46234 -0.90053 -0.3 -0.4 -0.2
C 1.95059 -1.48550 1.48330 -0.9 0.7 -0.3
C -1.08667 -4.43428 4.58780 0.0 0.0 0.0
C -0.61907 4.72916 1.98205 0.0 0.4 0.2
C 1.03047 -4.44091 3.48710 -0.2 0.0 0.1
C -0.22125 -2.39595 3.61059 0.1 -1.0 0.0
C 3.34164 -2.95876 2.77416 -0.1 0.1 0.1
C -2.71556 -0.71473 -3.59718 0.8 0.1 0.3
C 2.06683 -2.45120 2.48807 0.1 0.2 0.0
C 0.59680 -4.19340 -0.34000 -0.1 0.6 -0.5
C 0.11364 5.37379 2.94044 -0.5 0.0 -0.5
C 2.40751 5.19050 0.45054 0.4 0.7 0.1
H -0.85038 2.47749 -3.94862 0.1 0.0 -0.2
H -2.08076 2.12420 -2.74655 -0.2 -0.1 0.1
H -0.23068 -4.12265 0.35745 -0.2 0.0 0.2
H 2.37645 0.99277 -3.01646 0.1 0.0 0.0
H -2.69985 -1.76260 -3.87267 0.0 -0.3 0.0
H 1.88736 -4.99439 3.13623 0.1 0.0 0.0
H -1.84423 -3.02885 1.25216 0.1 -0.3 0.0
H 2.82805 2.07770 -4.35049 0.0 0.0 -0.2
H 2.50160 5.22356 1.54291 0.1 0.0 -0.2
H -1.57178 -3.87830 -3.72281 0.0 0.1 -0.2
H 1.75861 2.73213 4.23530 0.0 0.0 -0.1
H 5.13976 -1.53097 0.31428 0.1 0.2 0.0
H 2.53524 -3.63116 -2.84605 0.1 0.0 0.0
H -1.86070 -4.94367 5.14292 -0.1 0.0 0.0
H 1.45199 -3.70977 0.12083 0.2 0.1 0.1
H 2.37612 7.31840 0.19520 0.0 0.1 0.0
H -1.30148 5.29319 1.36105 0.0 0.1 0.0
H -1.20377 -0.64083 3.75367 0.1 0.1 0.0
H -3.81405 3.01593 -0.24927 0.1 0.1 0.0
H 4.07619 1.41325 -3.28164 0.1 -0.1 0.0
H 1.02067 -0.19962 -5.00353 0.1 0.0 0.0
H 0.83553 -5.24489 -0.46264 0.0 -0.2 -0.2
H -3.25479 -0.62655 -2.65981 -0.1 0.0 0.2
H -3.28820 -0.18616 -4.35247 0.0 0.2 -0.2
H 1.43832 -3.46744 -4.20761 0.0 0.1 -0.1
H 1.85722 3.30696 -2.37624 0.1 0.1 -0.2
H -5.58725 -2.56503 -0.78521 -0.1 -0.1 -0.1
H 0.43081 -0.47977 3.44200 0.0 0.2 0.2
H -5.80608 2.16654 -1.31847 0.0 0.0 0.0
H -0.23425 -1.33756 -5.46856 0.0 -0.2 0.0
H -0.38606 2.13007 -2.28930 0.2 0.1 0.2
H 5.40908 -3.04645 2.26229 0.1 0.0 0.0
H 1.56754 -5.00568 -3.36357 -0.1 -0.2 0.1
H 2.98094 -0.45199 -0.08764 0.1 0.0 0.0
H -2.11608 -2.56270 4.59484 0.0 0.1 0.0
H 0.17320 -6.16483 4.42187 0.0 0.0 -0.1
H -1.97016 3.47720 0.26696 -0.1 -0.1 0.2
H -6.26332 -0.26045 -1.40765 -0.1 0.0 0.0
H -0.38462 0.35507 -5.91086 -0.2 0.2 0.0
H -3.90056 -4.06785 0.27872 0.0 -0.1 0.0
H -2.30866 -3.62859 -2.14442 -0.2 0.1 0.1
H 1.49861 5.16169 4.57676 0.0 0.0 0.0
H 1.64386 6.41285 -1.14798 0.0 0.1 -0.1
H 3.51889 3.82044 -2.77684 -0.1 0.0 0.0
H 0.77336 6.58920 0.37809 -0.1 0.1 0.0
H 3.40871 5.06558 0.01804 -0.1 0.0 0.1
H 3.45666 -3.63534 3.61028 0.0 0.0 0.0
H -1.49932 -5.13893 -2.51097 0.2 -0.2 0.1

***

116
Properties=species:S:1:pos:R:3:forces:R:3 method="wB97M-V/def2-TZVPD" homo_ev=-9.8 homo_lumo_gap_ev=9.37 smiles="CCCCc1ccc2c(c1)C(=O)N(CCCC(=O)OCC)C2=O.CCOC(=O)C(F)(F)F.CCOC(=O)C(F)(F)F.CCOC(=O)C(F)(F)F.CCOC(=O)C(F)(F)F.CCOC(=O)C(F)(F)F" spin_multiplicity=1 charge=0
F -5.02881 0.49479 -6.51534 0.0 0.2 0.0
F 1.00577 3.85671 -3.13527 0.2 -0.1 0.0
F 9.07925 -0.67460 -1.21839 -0.1 0.0 0.1
F 0.33708 4.28597 -5.13087 0.2 -0.1 -0.2
F -3.14353 -0.16708 -5.72148 0.2 0.2 0.1
F 7.98040 0.10619 -2.89991 -0.2 0.0 0.0
F -4.48423 5.73223 6.24372 0.1 -0.1 0.0
F -3.53762 7.36114 5.19896 0.2 0.0 -0.1
F -0.13326 2.38581 -4.22690 0.2 -0.2 0.0
F -3.46607 -4.30554 -1.97856 0.1 -0.2 0.0
F -4.76047 0.31063 -4.37958 0.0 0.2 0.1
F -5.60984 -4.43600 -1.72643 0.0 -0.1 0.2
F -4.60657 -5.74811 -3.10337 0.1 -0.2 0.1
F 9.08327 1.44862 -1.62113 -0.1 0.1 0.1
F -4.86005 6.03035 4.13554 0.1 -0.1 -0.1
O 7.43448 0.54005 0.52353 0.3 0.0 -0.1
O -1.66379 5.58985 4.38072 0.0 0.3 0.0
O -3.96915 -5.54462 0.32734 -0.1 0.2 -0.2
O -4.45280 -7.35521 -0.91684 -0.1 0.0 -0.3
O 2.64866 1.92447 -3.99715 -0.3 0.0 0.2
O 3.33191 0.48421 4.04984 -0.8 -0.2 0.0
O 2.51697 2.90241 -6.01680 -0.2 0.2 -0.1
O 1.27952 1.28289 3.69226 -0.2 -1.2 0.7
O -4.71927 2.94799 -5.47696 -0.2 -0.2 0.0
O -2.53186 2.45641 -5.34699 0.1 -0.3 0.0
O 5.97520 0.66877 -1.17636 0.0 0.0 -0.4
O 1.26912 -5.02484 3.17095 0.0 1.1 -0.3
O -0.65624 -0.89833 3.36708 0.8 -0.4 0.3
O -3.08623 3.91392 4.84945 -0.2 0.1 0.0
N 0.75272 -2.77557 3.55412 0.6 0.2 0.7
C 3.86671 1.25133 -4.36328 0.6 -0.3 -0.1
C -2.07384 2.93995 4.52324 0.4 -0.5 -0.1
C 2.17251 0.57748 4.42219 1.9 0.4 -0.2
C -3.91723 6.09258 5.08615 -0.4 0.4 0.2
C 8.32342 0.34610 -1.63615 0.5 -0.1 -0.4
C -3.64982 -1.46675 -0.85783 -0.6 0.6 0.1
C -4.30139 -6.17772 -0.78920 0.1 -0.2 0.6
C -4.41961 4.35495 -5.38869 0.1 0.6 0.0
C -1.08289 -1.69572 -2.12706 0.6 0.2 0.3
C -4.49800 -5.15811 -1.91812 -0.1 0.4 -0.6
C 5.54257 -0.53167 1.64601 0.0 -0.3 -0.3
C 5.05231 2.18696 -4.31803 -0.1 0.4 0.0
C -0.53354 -2.28999 -0.84563 -0.7 0.5 -0.9
C -3.76404 -6.36834 1.49103 0.2 -0.3 0.5
C -4.15438 0.67436 -5.51900 -0.2 -0.7 -0.2
C 1.31793 -1.53983 5.64619 0.6 -0.2 -0.2
C 1.77761 -0.06228 5.72960 -1.4 0.6 0.2
C 0.81372 3.31879 -4.35076 -0.7 0.5 0.3
C -0.09207 -2.26796 1.45209 0.3 -0.2 1.9
C -2.94813 -0.14208 -1.16816 0.4 -0.3 0.3
C 2.15549 2.21147 1.55102 -0.1 -0.2 -0.1
C 1.42575 1.07810 2.28072 -0.2 0.7 -1.1
C -0.04521 -1.83929 2.90808 -0.8 0.6 -1.6
C 7.08408 0.53072 -0.75008 -0.3 0.1 0.5
C 0.03186 -3.54012 -0.89590 0.0 -0.7 -1.2
C -1.64097 -0.27896 -2.00407 -0.6 0.1 -0.5
C 0.47070 -3.51433 1.38830 0.2 -0.7 1.0
C -2.43078 -7.08415 1.43838 0.1 0.0 -0.3
C -1.04449 2.81144 5.62356 0.0 0.3 0.3
C 0.90526 -3.94236 2.76988 0.0 -0.1 -0.7
C 0.53747 -4.17661 0.19896 0.3 -1.1 0.3
C 2.10404 2.70962 -4.91329 0.5 -0.3 0.0
C -3.87964 4.89459 -6.69614 0.1 -0.3 -0.2
C 1.84906 -2.36300 4.44723 -0.6 -0.8 1.2
C -3.67604 2.13060 -5.44444 -0.1 0.6 0.1
C -2.73123 5.18474 4.73232 0.3 -0.5 -0.1
C -0.59767 -1.64031 0.36378 -0.4 1.1 0.0
C 6.36237 0.72782 1.47281 -0.5 0.0 0.5
H 5.04285 -0.81062 0.71779 0.0 0.1 0.0
H -2.93053 4.42797 -6.95621 0.0 0.1 0.1
H -0.33301 2.02615 5.38212 -0.1 0.0 -0.1
H 0.41309 1.02345 1.88180 -0.1 0.0 0.3
H -1.61345 3.18616 3.56640 0.0 0.2 0.1
H 2.60404 0.02865 6.42614 0.3 0.0 -0.3
H 1.87547 0.11655 2.03584 0.3 0.0 0.5
H 0.04919 -4.04736 -1.85335 0.1 0.0 -0.1
H 5.74518 1.57538 1.17470 0.0 -0.1 -0.2
H 2.68262 -1.89960 3.91555 -0.3 0.2 -0.2
H -1.52748 2.57837 6.57447 0.0 -0.1 -0.1
H 0.95158 -5.17447 0.14528 0.0 0.0 -0.1
H 5.12486 2.64887 -3.33279 0.1 -0.1 0.1
H -3.72471 5.97065 -6.62788 -0.1 0.0 0.0
H -0.23552 -1.71988 -2.81965 -0.1 0.3 -0.2
H 6.84123 0.98952 2.41359 0.2 0.0 -0.1
H 1.43934 2.86243 1.05061 0.0 0.1 0.1
H -4.59500 -7.06403 1.60695 0.0 0.0 -0.2
H -1.88016 0.05189 -3.01837 0.2 0.0 0.0
H -4.57587 4.68573 -7.50954 -0.1 0.1 0.0
H -1.02954 -0.65606 0.47274 -0.1 0.0 -0.1
H 0.95636 0.51180 6.16912 0.0 0.0 0.0
H 2.78441 1.78636 0.76702 0.1 0.1 0.1
H -4.61829 -1.23111 -0.40878 0.0 -0.1 0.1
H 2.23449 -3.29906 4.85063 0.1 0.0 -0.1
H 4.78572 -0.38544 2.41499 0.1 0.1 0.1
H -3.67558 0.50126 -1.66425 0.2 0.1 -0.2
H 2.76939 2.81960 2.21119 0.1 -0.1 0.1
H -1.61936 -6.36579 1.30830 0.0 0.0 0.1
H -2.38573 -7.77738 0.59942 -0.1 -0.1 0.1
H -3.10955 -2.09663 -0.15449 0.1 -0.1 -0.1
H -2.26410 -7.64608 2.35655 0.0 0.1 0.0
H -5.36073 4.84414 -5.14660 -0.1 -0.2 0.0
H 1.67125 -2.02091 6.55861 0.1 0.0 0.0
H 5.97373 1.64384 -4.52487 0.0 -0.1 0.1
H -0.49323 3.74058 5.76513 0.0 0.0 -0.1
H 0.24061 -1.66234 5.67286 -0.1 0.4 -0.1
H -2.59803 1.99504 4.39681 -0.2 0.1 0.0
H -2.72130 0.37634 -0.23238 -0.1 -0.1 0.1
H -3.78601 -5.69105 2.34228 -0.1 0.2 -0.2
H -3.87259 -2.02994 -1.75800 0.1 0.0 -0.1
H 6.18527 -1.36686 1.92986 0.0 0.1 0.1
H 3.75506 0.77760 -5.33909 -0.1 0.2 -0.1
H 4.00151 0.45811 -3.63062 -0.2 0.1 0.1
H 4.96120 2.99287 -5.04603 0.0 -0.1 -0.1
H -1.82357 -2.36422 -2.56516 -0.1 -0.1 0.1
H -0.87707 0.41509 -1.64848 0.0 -0.1 0.1
H -3.73454 4.53890 -4.56108 0.1 -0.2 0.0